Molecular formula: C28H37BrFGeO5S5TeY
Method: DFT, ωB97M-V with the def2-TZVPD basis set

```
80
Properties=species:S:1:pos:R:3
Y -0.664 0.152 -0.184
C 1.429 -2.674 -7.842
C 0.544 -3.408 -6.823
C -0.770 -3.813 -7.507
C 1.269 -4.683 -6.397
C 0.247 -2.492 -5.639
C 0.579 -2.808 -4.328
C 0.283 -1.928 -3.307
Br 0.723 -2.389 -1.527
C -0.346 -0.673 -3.495
O -0.507 0.137 -2.493
C -0.746 -0.384 -4.831
C -0.412 -1.283 -5.837
C -1.507 0.882 -5.255
C -2.693 0.506 -6.161
C -2.093 1.690 -4.097
C -0.545 1.797 -6.031
H 1.644 -3.318 -8.700
H 2.374 -2.374 -7.386
H 0.939 -1.772 -8.210
H -0.577 -4.467 -8.363
H -1.314 -2.938 -7.864
H -1.420 -4.341 -6.807
H 1.468 -5.303 -7.275
H 0.672 -5.273 -5.700
H 2.225 -4.464 -5.918
H 1.073 -3.739 -4.085
H -0.693 -1.020 -6.851
H -3.386 -0.144 -5.625
H -2.391 -0.002 -7.077
H -3.230 1.414 -6.448
H -2.741 1.097 -3.454
H -2.680 2.515 -4.513
H -1.326 2.110 -3.455
H -0.155 1.307 -6.926
H 0.303 2.072 -5.401
H -1.057 2.715 -6.335
S 0.377 2.255 1.655
S -1.144 3.563 2.129
S -2.739 2.974 0.945
S -1.899 2.604 -0.899
F 1.108 -0.316 0.977
C 3.834 2.327 -0.686
Te 2.235 1.484 -1.843
C 1.587 3.363 -2.602
H 3.454 3.143 -0.074
H 4.640 2.673 -1.331
H 4.205 1.551 -0.019
H 2.027 3.581 -3.572
H 1.874 4.122 -1.876
H 0.502 3.360 -2.660
O -1.797 0.038 2.009
S -2.416 -1.180 1.350
O -3.481 -1.800 2.085
O -1.240 -2.028 1.014
O -2.804 -0.622 -0.006
Ge 0.559 0.605 3.233
C 2.471 0.964 3.631
C 3.517 0.370 2.927
C 4.842 0.655 3.222
C 5.158 1.550 4.235
C 4.131 2.163 4.940
C 2.809 1.872 4.634
C 0.321 -1.307 3.564
C 1.089 -2.328 3.011
C 0.931 -3.639 3.423
C -0.014 -3.964 4.388
C -0.797 -2.962 4.935
C -0.621 -1.647 4.527
H -0.218 1.299 4.385
H 3.284 -0.309 2.114
H 5.633 0.179 2.653
H 6.193 1.774 4.466
H 4.358 2.874 5.727
H 2.024 2.376 5.189
H 1.780 -2.092 2.214
H 1.527 -4.420 2.965
H -0.152 -4.996 4.689
H -1.564 -3.202 5.663
H -1.265 -0.880 4.945
```

The total energy is -8513.796244 Eh. The total charge is -2. Its orbital gap is 5.6 eV. For the LUMO energy, the calculation gives 0.1378 Eh. The value obtained for the relative energy (zero: lowest compared OMol25 entry of this formula, charge and spin) is 20.7 kcal per mole.